Formula: C29H41CoGe2N7SeTe
Source: the Open Molecules 2025 dataset
Level of theory: wB97M-V/def2-TZVPD

Structure (ORCA input):
```
! RIJCOSX wB97M-V def2-TZVPD def2/J DEFGRID3
* xyz 2 2
Te 0.388 3.661 0.048
Se 3.729 3.692 -2.375
Ge 0.169 -1.383 0.816
Ge -1.405 0.915 -1.103
Co 0.521 0.993 0.301
N 2.821 1.436 3.657
N 2.537 2.805 -1.398
N 1.576 0.648 -1.374
N 2.147 1.214 1.578
N -0.394 1.707 4.170
N 4.007 2.343 -3.469
N -0.445 1.279 2.017
C 2.283 -3.482 0.040
C 3.513 1.073 1.613
C -0.036 -3.105 3.221
C -1.718 1.566 3.822
C -1.091 1.303 -3.022
C 2.025 -2.067 0.560
C 1.510 -0.472 -2.051
C 3.243 1.346 -3.072
C -1.983 -0.940 -1.012
C 2.429 1.598 -1.908
C 1.764 1.429 2.824
C -1.501 -5.643 0.308
C -1.090 -4.317 0.288
C 2.276 -0.805 -3.212
C -2.893 2.138 -0.625
C -2.698 -5.999 -0.287
C -3.478 -5.018 -0.891
C 0.337 1.513 3.058
C 1.939 4.867 0.816
C -1.735 1.296 2.489
C -1.846 -3.323 -0.323
C -4.272 1.476 -0.685
C -1.361 -1.912 -0.331
C -2.323 1.019 -3.885
C 3.947 1.209 2.896
C -0.074 4.878 -1.606
C -0.223 -1.669 2.724
C -3.060 -3.700 -0.907
C 3.156 0.079 -3.728
H 1.939 -4.248 0.734
H -3.029 -7.028 -0.278
H -4.476 1.053 -1.669
H -0.154 -4.062 0.764
H 2.553 -1.357 -0.074
H -0.946 4.456 -2.097
H -0.811 2.358 -3.125
H 1.489 5.617 1.463
H -0.305 5.866 -1.210
H -2.738 2.576 0.363
H -3.173 1.634 -3.586
H -2.628 -0.026 -3.814
H -5.070 2.186 -0.463
H 3.353 -3.642 -0.101
H -2.850 2.975 -1.332
H 2.614 4.226 1.379
H 0.933 -3.518 2.930
H 0.791 -1.204 -1.703
H 2.468 5.353 0.000
H -3.701 -2.964 -1.372
H -1.235 -1.322 2.937
H -4.349 0.656 0.033
H 4.094 0.883 0.728
H -0.887 -6.392 0.791
H -4.421 -5.284 -1.349
H -0.242 0.727 -3.396
H 3.761 -0.121 -4.602
H 2.119 -1.779 -3.654
H -0.085 -3.140 4.310
H 0.770 4.922 -2.290
H -2.130 1.229 -4.938
H 1.790 -3.669 -0.916
H -2.579 1.085 1.857
H -0.812 -3.767 2.841
H -2.856 -1.215 -1.602
H 2.468 -1.950 1.555
H -2.511 1.664 4.542
H -0.054 1.878 5.102
H 4.930 1.167 3.331
H 0.466 -1.019 3.272
H 2.810 1.544 4.658
*
```

Results
- HOMO-LUMO gap (alpha / beta): 5.797 / 4.475 eV
- ⟨S²⟩: 0.861
- Relative energy (zero: lowest compared OMol25 entry of this formula, charge and spin): 0.0 kcal per mole

---

Formula: C10H15N6S2V
Source: the Open Molecules 2025 dataset
Level of theory: wB97M-V/def2-TZVPD

Structure (ORCA input):
```
! RIJCOSX wB97M-V def2-TZVPD def2/J DEFGRID3
* xyz 2 3
V 10.053 7.259 4.293
S 11.034 5.274 4.694
S 11.552 8.579 3.383
N 8.084 7.477 5.191
N 11.847 5.274 7.246
N 13.610 9.112 4.995
N 11.640 8.895 6.097
N 9.621 4.737 6.901
N 10.446 8.330 5.952
C 6.923 6.930 4.862
C 12.322 8.900 4.993
C 8.203 8.088 6.413
C 10.817 5.083 6.469
C 9.218 4.356 8.261
C 5.943 7.652 6.924
C 13.261 5.463 6.851
C 7.156 8.212 7.280
C 9.513 8.539 6.785
C 5.830 6.912 5.750
H 9.633 3.467 8.624
H 9.446 5.179 8.981
H 6.837 6.457 3.931
H 11.695 5.218 8.238
H 13.518 6.523 6.758
H 5.049 7.751 7.562
H 9.634 9.224 7.564
H 4.907 6.461 5.455
H 14.162 9.167 5.906
H 13.892 5.075 7.659
H 13.404 4.837 6.012
H 14.060 9.228 4.099
H 8.144 4.259 8.266
H 8.996 4.511 6.086
H 7.292 8.798 8.250
*
```

Results
- HOMO-LUMO gap (alpha / beta): 7.152 / 7.402 eV
- ⟨S²⟩: 2.040
- Relative energy (zero: lowest compared OMol25 entry of this formula, charge and spin): 10.4 kcal per mole

---

Formula: C10H18Si
Source: the Open Molecules 2025 dataset
Level of theory: wB97M-V/def2-TZVPD

Structure (ORCA input):
```
! RIJCOSX wB97M-V def2-TZVPD def2/J DEFGRID3
* xyz 0 1
Si 1.541 0.085 0.127
C 2.928 -0.512 1.249
C -3.043 0.859 -0.578
C 4.134 -0.557 0.682
C -1.123 -0.793 0.446
C -0.050 0.046 1.283
C -1.846 -0.182 -0.743
C -1.417 2.644 0.231
C -2.635 2.210 -0.112
C 1.539 -1.090 -1.283
C 1.507 -2.413 -1.175
H -0.728 -1.727 0.076
H -1.266 3.660 0.555
H -0.635 1.948 -0.012
H 0.191 -0.543 2.209
H 1.725 -0.549 -2.202
H 4.326 -0.352 -0.410
H 2.808 -0.806 2.345
H 1.213 -3.037 -2.025
H 1.530 1.396 -0.487
H -2.306 -1.072 -1.072
H 1.083 -2.894 -0.278
H -0.454 1.037 1.432
H -1.138 0.317 -1.458
H -3.391 2.807 0.244
H 4.952 -0.881 1.302
H -3.842 0.614 0.161
H -3.633 0.894 -1.600
H -1.971 -1.109 1.094
*
```

Results
- HOMO-LUMO gap: 10.115 eV
- SMILES string: C=CCCCC[SiH](C=C)C=C
- Relative energy (zero: lowest compared OMol25 entry of this formula, charge and spin): 95.3 kcal per mole

---

Formula: C20H32FeN2O4P
Source: the Open Molecules 2025 dataset
Level of theory: wB97M-V/def2-TZVPD

Structure (ORCA input):
```
! RIJCOSX wB97M-V def2-TZVPD def2/J DEFGRID3
* xyz 1 5
Fe -4.351 0.436 -1.818
P 2.906 -0.384 1.278
O -3.640 3.161 -1.106
O -4.544 1.500 -4.575
O -7.211 1.053 -1.421
O -2.838 -1.556 -3.955
N 2.593 0.510 2.636
N 2.581 0.857 0.230
C 2.395 1.832 -2.012
C -4.453 0.959 -3.556
C 1.810 1.709 2.356
C 2.497 -0.185 3.920
C -2.382 -0.303 -0.474
C -4.308 -1.716 -2.031
C 1.787 1.917 0.842
C -1.794 -2.450 -4.403
C -2.457 -0.174 -1.959
C 1.268 -1.090 3.949
C -3.103 -1.270 -2.621
C 2.492 0.552 -1.201
C 1.284 -0.338 -1.483
C -3.855 2.029 -1.262
C 3.757 -1.038 4.079
C 2.421 0.816 5.060
C 3.764 -0.201 -1.593
C -6.090 0.788 -1.551
C -3.796 -0.442 -0.041
C -4.595 -1.377 -0.703
H 1.370 -1.313 -0.989
H 2.236 2.888 0.591
H -0.829 -2.169 -3.951
H 1.209 -1.564 4.935
H 2.290 2.568 2.845
H -1.778 -1.198 -0.199
H 0.352 -0.511 3.782
H 1.782 -1.333 1.132
H -5.008 -2.289 -2.649
H 3.896 -1.134 -1.031
H 2.368 1.561 -3.073
H 4.647 0.426 -1.427
H 1.322 -1.881 3.192
H 3.701 -1.573 5.033
H 1.488 2.403 -1.784
H -2.063 -3.490 -4.161
H 4.649 -0.402 4.095
H -1.694 0.383 -2.511
H 3.274 2.466 -1.849
H -5.510 -1.762 -0.237
H 0.748 1.947 0.464
H 3.312 1.453 5.083
H 2.382 0.253 5.999
H -1.894 0.563 0.005
H -1.749 -2.323 -5.490
H 0.786 1.647 2.763
H 1.525 1.442 5.002
H -4.104 -0.060 0.938
H 0.352 0.135 -1.143
H 1.212 -0.510 -2.564
H 3.714 -0.444 -2.660
H 3.876 -1.773 3.273
*
```

Results
- HOMO-LUMO gap (alpha / beta): 5.063 / 3.700 eV
- ⟨S²⟩: 6.059
- Relative energy (zero: lowest compared OMol25 entry of this formula, charge and spin): 43.4 kcal per mole

---

Formula: C41H60O25
Source: the Open Molecules 2025 dataset
Level of theory: wB97M-V/def2-TZVPD

Structure (ORCA input):
```
! RIJCOSX wB97M-V def2-TZVPD def2/J DEFGRID3
* xyz 0 1
O 2.124 0.769 7.405
O 0.707 2.180 -5.792
O -1.378 -4.826 -0.812
O -0.977 3.649 0.976
O -4.672 1.895 -4.281
O -2.517 2.500 -4.252
O 1.314 0.176 -5.158
O 2.794 1.793 -5.134
O -2.357 -1.832 -4.066
O -3.581 -2.664 0.829
O -1.747 -2.651 3.357
O 0.484 2.211 7.957
O -3.434 -0.596 0.011
O 1.911 5.678 -1.145
O 2.111 0.908 -1.366
O -2.545 -3.887 -4.888
O -1.755 2.231 2.544
O 0.459 -2.399 3.052
O 0.244 1.436 -2.544
O 1.292 7.635 -2.076
O -3.740 2.470 -6.163
O 4.709 -3.569 0.620
O 0.717 -4.017 -0.755
O 3.609 -3.630 2.574
O -0.917 -0.633 3.352
C 3.404 -2.809 3.730
C -2.057 5.636 1.598
C -4.071 -3.937 0.487
C -1.296 -0.923 -3.761
C -0.859 5.125 0.838
C -1.628 3.351 2.082
C -1.887 -3.009 -4.349
C 1.157 0.319 0.770
C 1.476 1.434 -5.384
C -2.981 2.374 -2.873
C -0.272 -1.835 -3.118
C -0.676 -1.939 3.236
C 2.276 4.382 -3.085
C -3.662 2.329 -5.045
C 1.564 -5.185 1.049
C 1.761 -3.915 0.238
C 0.327 0.978 5.857
C 2.554 -0.533 -4.952
C 2.119 4.309 -1.558
C 4.489 -3.055 1.696
C -4.225 1.564 -2.995
C 0.746 0.971 -1.517
C 2.453 0.819 0.076
C 0.061 0.566 -0.247
C 3.486 0.669 -4.590
C 3.795 -1.424 3.213
C -4.340 -2.376 -1.364
C -3.802 -1.757 -0.138
C 1.385 5.539 -3.463
C 4.911 -1.716 2.249
C 1.483 6.445 -2.185
C 1.571 0.506 5.077
C -2.167 4.634 2.705
C -0.304 -4.698 -0.202
C -2.884 -1.819 3.681
C -2.333 -0.410 3.410
C 0.035 -5.299 1.119
C -4.633 -3.815 -0.939
C -0.435 -3.146 -3.874
C 2.452 0.027 6.202
C 0.943 1.443 7.189
H 2.403 -1.032 6.311
H -4.031 0.514 -2.834
H 3.297 4.566 -3.396
H -2.165 1.938 -2.303
H 2.020 -5.992 0.467
H -2.514 0.283 4.208
H -5.191 -1.792 -1.775
H 0.120 5.416 1.227
H 5.875 -1.738 2.744
H 4.167 -0.826 4.033
H -0.339 0.156 6.109
H 3.299 0.176 0.254
H -3.020 -2.046 4.732
H 2.682 1.865 0.224
H 3.502 0.236 6.121
H 2.681 -3.888 -0.315
H 4.175 -3.136 4.445
H -0.365 -4.628 1.848
H 2.375 -3.046 4.075
H -2.909 5.593 0.944
H 1.979 3.441 -3.504
H -4.218 -4.548 -1.630
H -5.027 1.863 -2.300
H 1.582 -2.974 0.749
H -3.266 -4.656 0.605
H -0.922 5.273 -0.248
H -2.764 -0.036 2.467
H -0.612 -0.293 -0.488
H 3.528 0.758 -3.508
H -1.966 6.670 1.910
H -0.315 -3.943 -3.143
H 2.386 -1.308 -4.166
H 1.997 -5.263 2.028
H -0.536 1.408 0.024
H 1.474 -0.674 0.984
H -0.501 -2.093 -2.061
H 1.980 1.343 4.544
H 1.102 0.838 1.724
H 1.637 6.097 -4.359
H -3.149 3.407 -2.590
H 2.946 3.921 -0.989
H -5.726 -3.989 -0.866
H -1.440 4.811 3.525
H 0.713 -1.353 -3.115
H -3.507 -2.344 -2.082
H -3.196 4.608 3.063
H 1.286 -0.283 4.409
H -0.213 1.795 5.412
H 2.969 -0.935 2.719
H 1.204 3.753 -1.299
H -1.605 -0.169 -3.039
H -0.876 -0.442 -4.660
H 0.294 -3.319 -4.691
H 2.885 -0.954 -5.919
H 0.333 5.251 -3.525
H 4.548 0.704 -4.972
H -0.435 -6.292 1.179
H 5.097 -1.025 1.429
H -3.668 -2.114 2.983
H -4.856 -4.198 1.174
*
```

Results
- HOMO-LUMO gap: 9.776 eV
- SMILES string: O=C1CCCO1.O=C1CCCO1.O=C1CCCO1.O=C1CCCO1.O=C1CCCO1.O=C1CCCO1.O=C1CCCO1.O=C1CCCO1.O=C1OCCO1.O=C1OCCO1.O=C1OCCO1

---

Formula: C23H19CoNO4S3Sb
Source: the Open Molecules 2025 dataset
Level of theory: wB97M-V/def2-TZVPD

Structure (ORCA input):
```
! RIJCOSX wB97M-V def2-TZVPD def2/J DEFGRID3
* xyz 0 1
Sb -0.794 0.527 0.283
Co -0.492 1.338 -2.960
S -1.874 0.094 -1.840
S -1.088 0.700 -4.994
S -0.527 3.179 -1.212
O 0.410 1.918 -1.334
O 0.175 4.346 -0.818
O -1.058 3.194 -2.614
O -1.574 2.732 -0.275
N 0.813 0.040 -3.489
C -4.610 -0.945 1.860
C 0.124 3.168 3.629
C 0.224 1.778 1.669
C 2.176 2.980 2.398
C 1.779 -1.098 0.893
C 2.036 -1.918 -4.924
C 1.118 -3.329 -0.615
C 0.332 -0.284 -4.700
C -2.968 -1.322 3.576
C 2.505 -1.584 -3.656
C 0.938 -1.273 -5.464
C 1.462 3.497 3.468
C -0.496 2.312 2.731
C -2.335 -0.249 1.518
C 2.654 -2.175 0.824
C -2.001 -0.733 2.778
C 2.326 -3.291 0.068
C 1.851 -0.595 -2.951
C 0.254 -2.246 -0.562
C 1.556 2.128 1.494
C 0.580 -1.118 0.187
C -3.639 -0.361 1.058
C -4.275 -1.426 3.117
H -0.673 -2.274 -1.121
H -2.703 -1.699 4.555
H 1.944 4.168 4.167
H -3.904 0.018 0.077
H 2.044 -0.242 1.505
H 0.849 -4.201 -1.197
H 3.589 -2.141 1.368
H 2.146 -0.285 -1.957
H -5.627 -1.024 1.501
H -5.031 -1.884 3.740
H 2.113 1.761 0.640
H 3.005 -4.132 0.018
H -0.444 3.587 4.449
H 0.545 -1.526 -6.438
H 3.214 3.250 2.254
H 2.531 -2.698 -5.488
H -1.547 2.082 2.854
H 3.351 -2.091 -3.217
H -0.983 -0.654 3.145
*
```

Results
- HOMO-LUMO gap (alpha / beta): 7.244 / 7.360 eV
- Relative energy (zero: lowest compared OMol25 entry of this formula, charge and spin): 0.0 kcal per mole

---

Formula: C12H13N3O2S2
Source: the Open Molecules 2025 dataset
Level of theory: wB97M-V/def2-TZVPD

Structure (ORCA input):
```
! RIJCOSX wB97M-V def2-TZVPD def2/J DEFGRID3
* xyz 0 1
S -5.760 -0.044 0.044
S -3.628 -2.454 -0.397
O 4.218 0.341 0.750
O -1.888 -1.716 1.582
N -3.961 1.589 -0.058
N -6.058 2.599 0.699
N -3.245 0.473 -0.468
C 4.672 1.481 -1.176
C -1.857 -1.929 -0.604
C 0.043 -1.217 0.774
C 2.846 -0.229 0.613
C 2.187 -0.719 -0.615
C 5.080 0.293 -0.344
C 0.910 -1.163 -0.653
C 0.639 -0.632 1.820
C -5.209 1.450 0.100
C 2.019 -0.284 1.635
C -4.159 -0.696 -0.137
C -1.374 -1.440 0.568
H 5.375 1.467 -2.003
H -5.652 3.462 0.461
H -1.748 -1.297 -1.559
H 2.863 -0.884 -1.431
H 0.483 -1.410 -1.424
H 2.442 0.130 2.677
H 0.158 -0.452 2.640
H 4.700 2.521 -0.751
H -6.942 2.491 0.585
H -1.523 -3.010 -0.806
H 3.588 1.378 -1.801
H 4.824 -0.680 -0.783
H 5.958 0.582 0.065
*
```

Results
- HOMO-LUMO gap: 8.549 eV
- SMILES string: CCOc1ccc(C(=O)CSc2nnc(N)s2)cc1
- Relative energy (zero: lowest compared OMol25 entry of this formula, charge and spin): 194.5 kcal per mole